Formula: BH16O6
Source: the OMol25 dataset
Level of theory: the ωB97M-V functional and the def2-TZVPD basis

Geometry (Å):
B1 -0.1882 0.0610 0.0050
H1 -0.8522 -0.1950 1.0150
H2 1.0148 0.0470 0.1620
H3 -0.3632 -0.8760 -0.9380
H4 -0.5132 1.1040 -0.4680
O1 1.9158 1.1650 -2.2500
H5 1.1938 0.7210 -1.7300
H6 1.4478 1.8250 -2.6980
O2 1.6488 -3.0830 -0.0190
H7 1.2788 -2.3320 0.2390
H8 0.8618 -3.6230 0.0800
O3 -3.5302 0.5050 -0.2710
H9 -2.5822 0.3730 0.0520
H10 -3.8612 -0.0290 -0.9400
O4 -1.0512 3.5930 1.4340
H11 -0.2942 4.0500 1.8610
H12 -0.8492 2.7310 1.3810
O5 0.8938 0.8930 3.4380
H13 0.6718 0.1730 2.9640
H14 0.4878 0.6950 4.4140
O6 1.0218 -2.5810 -2.9320
H15 0.1328 -2.4500 -2.6880
H16 1.5148 -2.7670 -2.1120

Computed properties:
Net charge ... -1
E_LUMO ... 0.1128 hartree



Formula: BH22O9
Source: the OMol25 dataset
Level of theory: the ωB97M-V functional and the def2-TZVPD basis

Geometry (Å):
B1 0.1091 -0.9143 -0.4410
H1 0.1091 -2.0913 -0.7540
H2 0.2941 -0.7493 0.7490
H3 1.0351 -0.3453 -1.0940
H4 -0.9829 -0.3883 -0.8020
O1 2.1441 -1.3213 3.0500
H5 1.7841 -1.4783 2.1790
H6 1.4811 -1.4283 3.7330
O2 -2.9289 0.8747 -3.2990
H7 -2.0719 0.4677 -3.3170
H8 -2.7019 1.7217 -2.8760
O3 -3.8839 0.8237 -0.1970
H9 -3.3339 0.0597 -0.0230
H10 -4.3169 0.6747 -1.0310
O4 3.3151 -1.4433 0.3000
H11 2.5161 -1.5903 -0.2280
H12 3.9411 -1.6243 -0.4140
O5 -0.7109 -0.7133 -3.6370
H13 -0.6309 -0.9013 -2.7130
H14 0.1351 -0.9463 -4.0500
O6 4.2821 0.8667 -0.7850
H15 3.7671 0.3427 -0.2160
H16 4.1091 0.4977 -1.6740
O7 -0.2909 2.3817 0.3910
H17 -0.1699 1.4097 0.2940
H18 -1.1429 2.4887 0.8110
O8 -2.1769 -0.0143 2.3400
H19 -2.3509 0.9407 2.1460
H20 -1.3899 -0.2523 1.8290
O9 0.1261 1.2687 3.1220
H21 -0.6959 0.8977 3.4070
H22 0.6321 0.4857 3.2010

Computed properties:
Net charge ... -1
E_LUMO ... 0.1054 hartree



Formula: BH24NO8
Source: the OMol25 dataset
Level of theory: the ωB97M-V functional and the def2-TZVPD basis

Geometry (Å):
N1 0.1286 0.3057 0.5674
H1 -0.6335 0.1030 1.2393
H2 -0.1298 0.1076 -0.4739
H3 0.9549 -0.3538 0.6900
H4 0.3669 1.3130 0.5690
B1 -3.4662 1.5484 -1.7515
H5 -2.7481 0.9094 -1.2692
H6 -3.3141 2.7452 -1.2284
H7 -3.3864 1.6678 -3.0019
H8 -4.6110 0.9796 -1.3965
O1 0.0275 -2.9989 1.4687
H9 -0.8224 -3.0129 0.9661
H10 0.5274 -3.9226 1.6587
O2 0.8738 0.5567 3.7136
H11 0.2517 0.2366 4.5297
H12 1.5590 1.0253 4.2894
O3 -2.4012 -0.3508 2.8478
H13 -2.1121 -1.2666 3.1535
H14 -1.7218 -0.0182 3.6136
O4 3.4230 -0.4320 -1.9083
H15 3.7310 -1.0976 -2.5757
H16 2.8466 -1.0465 -1.2421
O5 -0.2273 2.2372 -1.8652
H17 0.0545 2.5398 -2.7743
H18 -1.1875 2.1633 -1.8105
O6 1.6724 -2.1640 -0.7208
H19 1.1490 -2.0802 -1.6300
H20 1.1327 -2.5623 -0.1674
O7 2.9773 1.8743 1.0288
H21 3.8166 1.4071 1.1825
H22 3.1190 2.3847 0.3287
O8 -0.2954 -1.1417 -2.5454
H23 -1.2472 -1.3879 -2.4314
H24 -0.3081 -0.2689 -3.0545

Computed properties:
Net charge ... 0
E_LUMO ... -0.0295 hartree



Formula: BH24O10
Source: the OMol25 dataset
Level of theory: the ωB97M-V functional and the def2-TZVPD basis

Geometry (Å):
B1 -8.4445 -22.3982 23.1202
H1 -9.2599 -22.1990 22.2800
H2 -8.5750 -23.4552 23.6545
H3 -7.3531 -22.2934 22.6382
H4 -8.5700 -21.5641 23.9735
O1 -7.1105 -20.1166 21.1213
H5 -7.6525 -20.6857 21.6867
H6 -7.6740 -19.3550 20.9567
O2 -6.6821 -21.2662 25.5272
H7 -6.1003 -20.7023 25.0104
H8 -7.2708 -21.6680 24.8611
O3 -10.1644 -23.7319 25.6599
H9 -10.3436 -22.9417 26.1800
H10 -9.7037 -23.4054 24.8704
O4 -7.8892 -25.6076 26.0012
H11 -7.9753 -25.7752 25.0586
H12 -8.7806 -25.3631 26.2760
O5 -5.9650 -24.4507 22.9388
H13 -6.4483 -23.6306 23.1283
H14 -6.4731 -24.8445 22.2239
O6 -9.4743 -20.7401 26.6507
H15 -8.5637 -21.0252 26.4865
H16 -9.3800 -19.9043 27.1137
O7 -10.2848 -19.6386 23.3240
H17 -10.6119 -19.1973 24.1121
H18 -9.6881 -20.3244 23.6646
O8 -8.5512 -23.2204 20.0136
H19 -8.4620 -22.7520 20.8612
H20 -9.0340 -22.6107 19.4497
O9 -11.7379 -22.3231 22.2070
H21 -12.1020 -21.4412 22.0918
H22 -10.7780 -22.1853 22.1345
O10 -5.5256 -22.0588 19.8881
H23 -6.1052 -22.8020 19.6916
H24 -6.1226 -21.4021 20.2781

Computed properties:
Net charge ... -1
E_LUMO ... 0.0975 hartree



Formula: BH26O11
Source: the OMol25 dataset
Level of theory: the ωB97M-V functional and the def2-TZVPD basis

Geometry (Å):
B1 -0.0816 0.0238 -0.4768
H1 0.4854 -0.1602 0.7512
H2 0.0834 1.1138 -0.8758
H3 0.0714 -0.7092 -1.3028
H4 -1.2706 -0.0482 -0.0588
O1 -4.2106 0.3018 -0.7438
H5 -4.0596 0.9528 -0.1498
H6 -3.5236 0.2878 -1.5598
O2 0.4194 1.2608 3.4792
H7 0.5564 0.7228 4.2292
H8 0.2984 0.3608 2.9342
O3 -0.0086 3.0598 -3.4638
H9 -0.4696 2.4238 -2.8788
H10 -0.8336 3.0858 -4.1388
O4 1.6044 0.4908 -3.9418
H11 2.0334 -0.3782 -4.0888
H12 1.1744 0.7408 -3.0498
O5 3.1264 1.3998 -0.3778
H13 2.2064 1.1008 -0.2528
H14 3.5094 1.8788 0.4312
O6 -1.1766 -3.3142 0.0912
H15 -0.9486 -2.4002 -0.0328
H16 -2.1196 -3.4652 -0.1828
O7 -0.4996 3.1938 1.7852
H17 -0.4826 2.8178 0.9132
H18 -0.4396 2.6908 2.4112
O8 2.7684 -2.0532 0.2602
H19 2.3634 -2.8872 -0.2808
H20 2.0594 -1.3082 -0.0588
O9 -0.9706 -1.4272 3.3122
H21 -0.0366 -1.7362 3.1452
H22 -1.1676 -1.5752 4.3032
O10 1.6554 -2.6602 2.7092
H23 2.2284 -2.5102 3.3722
H24 2.0114 -2.4272 1.8452
O11 -2.2106 0.6568 -2.8588
H25 -1.6466 0.7048 -2.0468
H26 -2.5006 -0.2072 -3.1528

Computed properties:
Net charge ... -1
E_LUMO ... 0.0968 hartree



Formula: BH26O11
Source: the OMol25 dataset
Level of theory: the ωB97M-V functional and the def2-TZVPD basis

Geometry (Å):
B1 -0.1559 0.0489 0.4536
H1 0.9081 -0.7591 0.9106
H2 0.0131 0.1039 -0.7394
H3 -1.2909 -0.6091 0.7096
H4 -0.2479 1.1569 0.9416
O1 -1.6249 -0.7711 -2.2894
H5 -1.1659 -0.5231 -3.1074
H6 -0.9199 -0.0881 -1.8244
O2 2.6371 1.4439 -0.2084
H7 1.7231 1.1819 -0.2254
H8 2.9021 1.2839 -1.0974
O3 4.4071 -0.7211 1.0546
H9 3.5621 -0.1001 1.1116
H10 4.0221 -1.3831 0.6486
O4 0.1441 4.0669 0.0246
H11 0.0141 3.3389 0.6246
H12 -0.4929 4.6329 0.0466
O5 0.0361 3.1099 -2.0064
H13 -0.0679 3.2069 -1.1524
H14 0.9291 3.1709 -2.1764
O6 -4.0669 0.6119 -1.3074
H15 -3.1879 0.1719 -1.2834
H16 -4.1719 1.0709 -2.1804
O7 2.6191 -1.9681 -1.2954
H17 3.0541 -1.3261 -2.0044
H18 1.8221 -1.5341 -0.9144
O8 1.2221 0.0369 3.8606
H19 0.8151 -0.1451 2.9176
H20 2.0091 -0.5341 3.7296
O9 -0.3259 -3.4111 -0.3574
H21 0.0661 -2.5271 -0.1734
H22 0.4361 -3.9731 -0.6434
O10 -2.7459 -3.4691 0.9376
H23 -1.9229 -3.7051 0.3836
H24 -2.8239 -2.6421 0.6816
O11 -2.9439 0.8699 2.0326
H25 -2.9319 0.1359 2.6106
H26 -2.2539 0.5459 1.3076

Computed properties:
Net charge ... -1
E_LUMO ... 0.0871 hartree